{
  "formula": "C22H66O11",
  "method": "the ωB97M-V functional and the def2-TZVPD basis",
  "species": ["C", "C", "O", "H", "H", "H", "H", "H", "H", "C", "C", "O", "H", "H", "H", "H", "H", "H", "C", "C", "O", "H", "H", "H", "H", "H", "H", "C", "C", "O", "H", "H", "H", "H", "H", "H", "C", "C", "O", "H", "H", "H", "H", "H", "H", "C", "C", "O", "H", "H", "H", "H", "H", "H", "C", "C", "O", "H", "H", "H", "H", "H", "H", "C", "C", "O", "H", "H", "H", "H", "H", "H", "C", "C", "O", "H", "H", "H", "H", "H", "H", "C", "C", "O", "H", "H", "H", "H", "H", "H", "C", "C", "O", "H", "H", "H", "H", "H", "H"],
  "positions_angstrom": [[-0.637, -4.959, 4.199], [-0.328, -3.997, 3.045], [0.399, -2.966, 3.647], [-1.379, -5.720, 3.956], [-0.954, -4.381, 5.067], [0.296, -5.463, 4.449], [-1.259, -3.617, 2.624], [0.173, -4.501, 2.218], [1.344, -2.937, 3.483], [2.070, -3.200, 0.545], [1.438, -3.840, -0.693], [0.891, -2.826, -1.531], [2.420, -3.878, 1.324], [1.371, -2.500, 1.002], [2.819, -2.475, 0.227], [0.688, -4.552, -0.350], [2.176, -4.419, -1.249], [0.185, -2.357, -1.080], [-2.854, -3.218, -4.774], [-2.250, -2.085, -4.076], [-3.374, -1.209, -3.809], [-3.215, -2.863, -5.739], [-3.706, -3.556, -4.185], [-2.228, -4.103, -4.892], [-1.675, -1.505, -4.799], [-1.632, -2.258, -3.195], [-3.874, -1.525, -3.053], [2.972, 0.131, 3.564], [3.826, -1.172, 3.212], [3.271, -2.361, 3.763], [2.933, 0.283, 4.642], [1.971, -0.035, 3.166], [3.381, 1.091, 3.250], [4.847, -0.935, 3.510], [3.902, -1.433, 2.156], [3.889, -3.045, 3.494], [-3.288, -4.183, -0.738], [-4.510, -3.308, -0.661], [-4.810, -2.722, -1.948], [-3.419, -4.912, -1.538], [-3.114, -4.723, 0.192], [-2.338, -3.696, -0.956], [-4.466, -2.472, 0.037], [-5.384, -3.939, -0.498], [-5.514, -3.253, -2.328], [-0.104, 0.624, 0.965], [-0.821, -0.693, 1.153], [-1.072, -1.320, -0.141], [0.221, 1.000, 1.935], [-0.694, 1.399, 0.476], [0.769, 0.719, 0.319], [-1.750, -0.609, 1.717], [-0.181, -1.368, 1.721], [-1.851, -0.955, -0.568], [-1.310, 4.604, -0.722], [-1.912, 5.693, 0.207], [-3.306, 5.677, 0.358], [-0.303, 4.967, -0.929], [-1.886, 4.545, -1.646], [-1.229, 3.658, -0.187], [-1.746, 6.666, -0.255], [-1.725, 5.553, 1.272], [-3.545, 6.280, 1.066], [-3.856, 2.196, -2.401], [-2.572, 1.739, -3.133], [-2.952, 1.541, -4.463], [-3.664, 2.073, -1.335], [-4.702, 1.518, -2.517], [-4.029, 3.210, -2.762], [-2.238, 0.844, -2.608], [-1.776, 2.468, -2.984], [-3.252, 0.635, -4.566], [4.019, 4.799, -0.701], [3.306, 3.428, -1.021], [2.863, 2.999, 0.246], [4.278, 5.290, -1.639], [4.842, 4.953, -0.003], [3.226, 5.380, -0.231], [4.079, 2.811, -1.479], [2.511, 3.357, -1.763], [3.033, 2.055, 0.293], [0.865, 0.462, -2.677], [1.795, -0.483, -3.474], [2.674, -1.027, -2.505], [0.082, -0.016, -2.088], [0.265, 0.955, -3.442], [1.347, 1.226, -2.067], [2.376, 0.165, -4.131], [1.278, -1.201, -4.111], [2.089, -1.446, -1.870], [2.417, 3.820, 3.442], [3.399, 3.693, 4.496], [3.322, 4.860, 5.324], [1.454, 4.198, 3.786], [2.117, 2.876, 2.987], [2.824, 4.628, 2.834], [4.434, 3.523, 4.200], [3.031, 2.885, 5.129], [2.505, 4.746, 5.814]],
  "forces_ev_per_a": [[0.19, -0.32, -0.56], [-0.55, -0.83, 0.83], [0.04, 1.32, -0.11], [-0.10, 0.01, -0.05], [-0.10, -0.04, -0.11], [0.00, -0.11, 0.22], [-0.03, 0.35, 0.02], [0.33, 0.00, 0.03], [0.24, -0.28, -0.23], [-0.20, 1.01, -0.37], [-0.02, 0.29, 0.90], [0.64, -0.83, -0.39], [0.17, -0.11, -0.22], [-0.50, -0.40, 0.22], [0.69, -0.43, -0.06], [-0.37, -0.03, -0.20], [-0.02, 0.27, -0.26], [-0.62, 0.19, 0.60], [-0.53, -1.91, -0.26], [-0.61, 2.08, -0.12], [0.96, 0.83, -0.16], [-0.04, -0.26, -0.02], [-0.11, -0.06, -0.11], [0.33, 0.08, -0.22], [0.49, 0.04, 0.21], [-0.16, -0.30, 0.10], [-0.31, -0.52, 0.45], [0.33, -1.79, -0.15], [-0.31, 1.78, -0.49], [0.11, 0.35, 0.80], [-0.21, -0.57, 0.16], [-0.08, 0.36, 0.14], [0.27, -0.42, -0.77], [0.20, -0.52, 0.55], [-0.21, 1.00, -0.45], [-0.09, -0.36, 0.13], [0.59, -0.28, -0.06], [-0.46, 0.12, -0.97], [0.57, 0.37, 0.06], [-0.16, -0.16, 0.05], [-0.19, -0.12, 0.21], [-0.17, 0.52, -0.01], [0.12, -0.29, 0.22], [0.03, -0.08, 0.89], [-0.29, -0.03, -0.30], [0.02, 1.18, 0.07], [0.45, -0.23, -1.28], [0.61, -0.31, 0.80], [-0.16, 0.19, 0.17], [-0.73, -0.01, 0.37], [0.33, -1.20, 0.02], [-0.05, 0.24, -0.09], [-0.12, -0.17, -0.13], [-0.43, 0.25, 0.09], [-0.49, 1.03, 1.29], [-0.29, -0.14, 0.07], [-2.51, -0.87, -1.07], [0.09, -0.21, -0.21], [0.05, -0.20, 0.09], [-0.20, -0.11, -0.34], [1.10, 0.22, 0.45], [2.21, 0.34, -0.20], [0.06, -0.06, -0.08], [1.29, -0.31, 0.46], [-2.00, -0.42, 1.28], [1.16, 0.43, -1.06], [0.02, 0.93, 0.36], [0.06, 0.08, -0.77], [-0.61, 0.00, 0.53], [0.22, -0.44, -0.44], [-0.02, 0.23, -0.58], [-0.09, -0.50, 0.33], [-2.17, 0.49, -1.26], [2.44, 0.88, 0.75], [-0.11, -0.92, 0.04], [0.06, 0.17, -0.03], [0.21, -1.35, -0.09], [-0.12, 0.41, -0.15], [0.15, -0.67, 0.40], [-0.28, 1.10, 0.06], [-0.21, -0.21, 0.23], [-1.30, -0.16, -1.75], [0.15, 1.71, 1.81], [0.83, -0.23, -0.78], [0.39, -0.46, 0.28], [-0.12, 0.58, -0.03], [0.39, -0.24, -0.15], [0.27, -0.17, -0.11], [-0.20, -0.28, 0.32], [-0.12, -0.62, 0.16], [-1.04, 0.82, -1.76], [-0.53, -0.62, 2.67], [0.71, 0.27, 0.14], [0.06, 0.13, 0.60], [0.65, 0.21, -0.72], [-0.48, -0.45, -1.09], [-0.15, 0.11, -0.10], [0.73, -0.65, 0.20], [-0.01, 0.27, 0.09]],
  "multiplicity": 2,
  "lumo_ev": [2.120, 2.059],
  "charge": -1
}

***

{
  "formula": "C22H66O11",
  "method": "the ωB97M-V functional and the def2-TZVPD basis",
  "species": ["C", "C", "O", "H", "H", "H", "H", "H", "H", "C", "C", "O", "H", "H", "H", "H", "H", "H", "C", "C", "O", "H", "H", "H", "H", "H", "H", "C", "C", "O", "H", "H", "H", "H", "H", "H", "C", "C", "O", "H", "H", "H", "H", "H", "H", "C", "C", "O", "H", "H", "H", "H", "H", "H", "C", "C", "O", "H", "H", "H", "H", "H", "H", "C", "C", "O", "H", "H", "H", "H", "H", "H", "C", "C", "O", "H", "H", "H", "H", "H", "H", "C", "C", "O", "H", "H", "H", "H", "H", "H", "C", "C", "O", "H", "H", "H", "H", "H", "H"],
  "positions_angstrom": [[15.700, 24.351, 4.328], [16.315, 24.539, 2.902], [17.681, 24.427, 3.011], [15.841, 23.337, 4.702], [14.616, 24.460, 4.294], [16.106, 25.083, 5.027], [16.072, 25.474, 2.397], [15.961, 23.726, 2.268], [18.001, 24.921, 3.769], [18.880, 19.701, -1.670], [18.488, 21.017, -0.890], [18.868, 22.173, -1.609], [18.725, 18.808, -1.066], [19.953, 19.649, -1.854], [18.319, 19.636, -2.603], [19.115, 20.968, 0.001], [17.441, 21.048, -0.588], [18.600, 22.934, -1.089], [16.592, 24.827, -1.945], [17.186, 25.309, -0.625], [17.801, 24.190, 0.026], [16.434, 25.648, -2.644], [15.648, 24.287, -1.874], [17.326, 24.151, -2.383], [16.410, 25.727, 0.016], [17.919, 26.102, -0.769], [18.024, 24.409, 0.934], [22.667, 19.821, 2.931], [21.266, 20.334, 2.517], [20.307, 20.158, 3.580], [22.991, 20.405, 3.793], [23.439, 20.112, 2.218], [22.660, 18.745, 3.100], [20.745, 19.804, 1.719], [21.262, 21.409, 2.332], [19.540, 20.640, 3.262], [21.258, 15.133, 0.851], [20.686, 16.032, 1.945], [19.251, 15.810, 1.998], [20.882, 15.402, -0.136], [20.944, 14.107, 1.040], [22.343, 15.242, 0.856], [20.999, 17.062, 1.773], [21.072, 15.651, 2.891], [18.864, 16.195, 2.787], [11.967, 22.017, 3.988], [12.308, 20.995, 5.087], [13.630, 20.573, 4.894], [11.054, 22.529, 4.289], [11.802, 21.598, 2.995], [12.746, 22.778, 3.928], [11.626, 20.145, 5.099], [12.188, 21.433, 6.078], [13.648, 20.029, 4.102], [16.417, 17.401, 4.783], [17.730, 16.904, 5.370], [18.702, 17.254, 4.394], [16.225, 17.037, 3.774], [16.420, 18.482, 4.642], [15.566, 17.166, 5.422], [17.694, 15.823, 5.503], [17.932, 17.394, 6.322], [19.330, 17.762, 4.913], [16.667, 16.508, -2.430], [16.910, 16.074, -0.953], [18.311, 15.974, -0.776], [15.615, 16.736, -2.599], [17.098, 15.854, -3.188], [17.192, 17.463, -2.466], [16.448, 15.120, -0.701], [16.522, 16.801, -0.239], [18.484, 15.714, 0.132], [20.812, 24.380, 1.596], [21.198, 25.279, 0.422], [22.339, 26.001, 0.759], [20.407, 24.969, 2.418], [21.709, 23.849, 1.916], [20.111, 23.613, 1.266], [20.353, 25.894, 0.112], [21.367, 24.620, -0.429], [22.427, 26.691, 0.097], [13.584, 23.403, 0.938], [12.211, 23.491, 0.272], [12.301, 24.535, -0.697], [14.364, 23.813, 0.295], [13.830, 22.406, 1.303], [13.631, 24.036, 1.824], [11.360, 23.757, 0.900], [11.884, 22.574, -0.220], [11.494, 24.588, -1.215], [17.527, 19.382, 2.053], [16.969, 20.703, 2.508], [18.019, 21.589, 2.766], [16.759, 18.609, 2.030], [18.330, 18.974, 2.667], [17.904, 19.398, 1.030], [16.428, 20.619, 3.451], [16.285, 21.246, 1.856], [17.752, 22.509, 2.707]],
  "forces_ev_per_a": [[-0.56, 0.21, -1.19], [-1.93, -0.29, 1.55], [2.20, -0.45, -0.71], [0.44, 0.02, -0.08], [-0.05, 0.31, 0.00], [0.00, -0.01, 0.02], [-0.45, 0.19, 0.26], [0.02, -0.03, -0.16], [0.09, 0.05, 0.09], [-0.02, 0.97, 0.67], [0.81, -1.60, -3.22], [0.35, -2.64, 0.33], [-0.55, 0.11, 0.16], [0.00, 0.45, -0.29], [0.06, 0.00, 0.02], [0.40, 0.49, 1.25], [-0.18, 0.53, 0.46], [-1.00, 2.07, 1.18], [0.39, 0.06, 0.07], [-0.66, 0.17, -0.16], [0.06, -0.66, -0.69], [0.10, 0.02, 0.09], [0.04, 0.03, 0.38], [0.02, 0.01, -0.38], [-0.10, -0.07, 0.10], [0.15, -0.07, -0.21], [0.21, 0.12, 0.49], [-0.86, 0.88, -0.43], [-0.37, -0.13, 1.22], [0.96, -0.29, 0.36], [-0.33, -0.42, 0.47], [-0.24, -0.38, -0.52], [0.15, 0.17, 0.15], [0.80, -0.16, -0.97], [0.44, 0.08, -0.48], [-0.48, 0.31, 0.34], [-0.44, 0.38, 0.15], [-0.63, -1.42, 0.09], [0.57, 0.20, -1.07], [0.01, 0.13, -0.02], [0.29, -0.04, 0.03], [0.02, -0.26, -0.06], [-0.39, 0.26, 0.15], [0.28, 0.42, 0.17], [0.31, 0.34, 0.41], [-0.66, 0.12, 0.91], [-0.58, 0.56, -0.90], [0.92, -0.44, 0.41], [-0.18, 0.11, -0.22], [0.11, -0.25, 0.06], [0.11, -0.10, 0.04], [-0.17, -0.10, -0.26], [0.47, 0.19, -0.05], [0.03, -0.09, -0.02], [-0.62, 0.28, 0.31], [-1.39, 0.12, -0.88], [0.80, 0.07, 0.71], [0.15, -0.57, 0.10], [0.22, 0.17, 0.36], [-0.06, -0.12, -0.04], [0.14, -0.04, 0.13], [0.04, -0.11, 0.03], [0.64, 0.19, -0.67], [0.16, 0.60, 1.59], [0.23, -0.46, -0.90], [0.08, 0.23, -0.49], [-0.02, -0.31, -0.16], [-0.19, -0.17, 0.29], [0.07, 0.11, -0.46], [-0.21, -0.15, -0.21], [-0.34, 0.36, -0.13], [0.25, -0.02, 0.57], [0.37, 0.29, -0.37], [-0.77, -1.26, 0.15], [0.08, 0.46, -0.05], [0.01, -0.20, 0.05], [0.02, 0.10, 0.20], [-0.24, 0.08, 0.13], [-0.10, 0.44, 0.20], [0.34, -0.13, -0.35], [0.34, 0.19, 0.05], [-0.47, 0.28, 0.72], [-0.38, 0.42, -0.69], [0.50, 0.20, -0.30], [-0.10, -0.38, -0.36], [0.02, -0.12, -0.29], [-0.23, 0.14, 0.08], [0.36, -0.13, 0.82], [0.45, -0.36, -0.06], [-0.12, -0.06, 0.07], [-0.41, -0.64, -0.68], [-0.47, 0.37, 0.77], [1.63, 0.28, -0.35], [-0.16, 0.06, 0.11], [-0.14, 0.33, 0.29], [0.09, 0.23, -0.09], [-0.31, -0.53, 0.12], [-0.31, -0.63, -0.68], [0.06, 0.35, 0.31]],
  "multiplicity": 2,
  "lumo_ev": [-2.135, -8.945],
  "charge": 1
}

***

Computed values of F_max (unit: eV Å⁻¹) for the preceding records, in sequence: 2.9, 3.7.